{
  "formula": "C67H60N12O14",
  "method": "ωB97M-V/def2-TZVPD",
  "molar_mass_g_mol": 1257.3,
  "relative_energy_kj_mol": 0.0,
  "charge": 0,
  "largest_force_ev_per_a": 1.9,
  "gap_ev": 8.56,
  "homo_ev": -9.5,
  "elements": ["C", "C", "H", "C", "C", "C", "C", "H", "C", "H", "C", "H", "H", "C", "N", "C", "C", "H", "C", "N", "C", "H", "H", "H", "C", "C", "C", "O", "H", "H", "C", "O", "C", "C", "C", "C", "H", "H", "C", "C", "H", "H", "C", "C", "C", "C", "C", "H", "C", "H", "C", "C", "C", "N", "C", "C", "C", "C", "H", "O", "H", "C", "N", "O", "C", "H", "C", "H", "C", "C", "C", "C", "C", "C", "N", "H", "C", "H", "O", "C", "C", "N", "H", "H", "C", "N", "O", "H", "H", "H", "C", "H", "C", "H", "H", "H", "N", "H", "H", "H", "C", "H", "C", "H", "C", "H", "C", "C", "O", "H", "O", "H", "H", "H", "O", "H", "C", "H", "H", "C", "H", "H", "H", "H", "C", "H", "C", "C", "N", "C", "H", "C", "C", "H", "H", "H", "N", "O", "H", "C", "N", "C", "H", "C", "H", "H", "O", "H", "O", "N", "O", "H", "O"],
  "xyz": [[-0.86169, 1.12812, 0.05987], [0.76295, 4.29652, -0.09893], [-7.29740, 3.37801, -6.62833], [6.01864, 3.82689, 1.52333], [-4.85166, -2.94050, 3.07191], [0.54325, -6.15080, -2.61650], [3.21510, -2.93178, 1.84093], [-0.83099, -5.63900, 0.29443], [1.45219, -5.09057, -2.71193], [-1.56193, 1.91493, 0.31454], [1.60404, -1.08480, 5.19108], [0.48026, -3.56089, 0.12527], [-2.24446, 3.24224, 4.14870], [4.21234, 3.77362, -3.33565], [0.97011, -0.86819, -0.56022], [2.37153, -2.28469, 7.57685], [-1.28319, 4.74428, -1.25574], [-2.90370, 5.32615, 0.00115], [0.05746, -1.24403, -5.20509], [-2.97016, 1.07626, -4.53063], [-4.76292, -4.41189, -4.31711], [-1.48995, 5.00059, 2.10920], [1.96783, -0.94806, -6.13443], [2.56459, -3.58072, 1.27132], [-1.09481, 4.91708, 1.10289], [0.89294, -2.18647, 5.66263], [-4.26098, -3.26092, 1.85698], [6.99047, 6.38775, 1.69228], [3.61206, -0.59527, 7.90210], [0.52256, 4.08587, -2.22496], [3.82743, 3.40352, -2.04615], [-3.17226, 0.28195, -3.64679], [-4.04391, 2.48169, -6.31724], [2.57272, -0.50733, 5.98098], [0.51633, 4.96061, 6.24379], [-6.41348, 2.95928, -6.16690], [2.54805, 1.66975, -5.18880], [1.18906, 5.47630, 6.91765], [3.36987, 3.47500, 2.32099], [1.19394, -1.66188, -5.87786], [-1.47011, -4.23624, -4.76496], [-5.37657, 0.98698, -3.62459], [-4.10094, -4.13918, -3.13511], [-4.82435, -5.71225, -4.80105], [-3.50511, -5.12759, -2.37355], [3.93835, 4.73793, 2.31238], [-3.06534, -2.71839, 1.41848], [4.52058, -2.17041, 4.84100], [-3.60709, -6.44973, -2.81917], [6.09533, 1.69126, 1.30942], [0.06232, 4.40041, -1.29707], [0.38975, 1.11885, 0.68494], [1.43710, -4.15389, -1.70273], [1.25292, -0.47902, 3.90334], [-2.51783, -1.67886, 2.16484], [-6.51303, 2.21810, -4.99287], [2.96897, 2.07994, -4.28039], [-0.09702, 3.60943, 4.39382], [0.85458, -3.71364, 7.13192], [0.56772, -1.13745, 3.15613], [0.59400, 1.93566, 1.36072], [4.95971, -1.16701, 2.98598], [5.78823, 6.26218, 1.70070], [-1.91376, 0.64655, 3.57340], [0.58004, -4.33540, -0.62583], [3.61402, -1.71736, 0.09053], [5.23738, 4.91070, 1.86935], [-3.10975, 2.50111, -6.86212], [-4.22485, -1.97078, 3.83903], [-0.27584, -0.88977, -1.06460], [-4.28825, -6.70476, -4.00716], [3.01387, 2.31691, -1.91335], [-0.84598, 5.15703, 6.51376], [1.38183, -3.00809, -6.15095], [-3.99323, -2.76507, -2.64494], [-2.92999, -4.95318, -1.47617], [-1.44518, 3.72731, 4.68770], [4.79045, 4.67851, -3.47512], [1.65670, 0.63372, 3.65344], [-1.19906, 0.09934, -0.77501], [-3.09504, -1.29917, 3.35890], [2.48629, -3.53854, -6.96558], [2.32081, 3.38718, 2.56966], [0.49207, -4.95653, -6.00787], [1.26776, 0.11515, 0.28672], [0.19253, 4.56553, 1.08265], [2.56834, -4.75639, -7.07840], [-5.20018, 3.57809, -7.76634], [-4.45868, -7.72924, -4.32141], [2.24344, 0.03207, 0.75483], [2.90085, -1.03829, 7.21978], [-1.88127, 4.61558, -2.14944], [-5.18739, 3.05810, -6.81679], [2.55904, -2.77258, 8.52334], [-5.75410, -3.42032, 3.41651], [-2.85466, 4.63675, 6.02199], [-2.40952, -0.29070, 4.15817], [3.03031, -3.82933, 3.76203], [2.72100, 2.01700, -0.91388], [-1.77004, -1.85326, -4.23282], [0.91351, 4.17052, 5.17311], [-5.21692, -3.59251, -4.86126], [4.17441, 2.38584, 1.99528], [-5.42574, -5.86524, -5.68506], [-0.75972, -3.49786, -5.11368], [1.95042, 4.09884, 4.88300], [-0.88800, -2.16677, -4.77856], [5.48080, 2.54528, 1.55571], [-1.89097, 1.40712, -4.99348], [1.90882, 0.75990, -2.93776], [-0.49470, 6.87431, 8.00443], [4.15712, 3.95764, -1.17537], [0.17381, 2.95155, 3.57482], [2.07329, -3.27906, -1.76589], [-2.33265, -0.47811, 5.34972], [3.34693, 5.59566, 2.60854], [-4.12093, 1.75324, -5.14248], [-0.50393, -1.75406, -1.67644], [-4.72522, -4.01361, 1.22547], [2.56275, 1.61656, -3.03589], [-3.33187, -7.36177, -2.30996], [-0.04807, -0.18991, -4.98443], [7.02308, 3.92689, 1.13403], [1.81533, 4.04825, -0.07774], [-5.36247, 1.58940, -4.52369], [-2.60028, -3.06047, 0.50549], [3.52848, -3.06140, 3.18458], [4.41415, -2.15978, 3.76411], [-0.23373, -6.37608, -1.56119], [-0.21591, -5.45899, -0.58096], [3.70895, 1.40880, 2.06800], [3.86942, -1.93489, 1.12144], [-1.81049, 4.53078, 5.75827], [0.06959, -2.58412, 5.08640], [2.15175, -4.96625, -3.52673], [-1.59986, -1.29101, 1.73723], [4.76595, -1.10771, 1.65660], [-4.90096, -1.98482, -2.77924], [-2.18234, 0.02934, -1.22554], [1.36637, -2.82246, 6.78773], [-1.20884, 5.95274, 7.67077], [0.40541, -3.91095, -5.74101], [-7.48070, 2.03248, -4.55069], [-1.86349, 5.02884, -0.03838], [0.41991, -6.82090, -3.46052], [3.14172, 0.33902, 5.61707], [-2.94055, -2.49463, -2.08730], [-4.59237, -1.54155, 4.76507], [5.00464, 7.17167, 1.62231], [3.77540, 3.14603, -4.41859], [-2.27309, 5.69704, 8.20687], [5.55106, -0.35223, 3.38466], [3.26640, -2.75412, -7.46069]],
  "forces_ev_per_angstrom": [[0.613, 0.431, 1.055], [-0.582, 0.945, 0.070], [0.015, 0.140, 0.077], [0.385, -0.513, -0.672], [0.660, 0.668, 0.099], [0.293, 0.157, -0.219], [0.633, 0.200, -0.406], [-0.151, -0.128, -0.102], [-0.293, -0.171, 0.278], [-0.086, -0.027, -0.115], [-0.450, -0.186, 0.889], [0.140, -0.081, 0.110], [0.295, -0.192, -0.299], [-0.630, 0.039, 0.313], [-0.453, -0.062, -0.074], [-0.710, 0.859, -0.117], [0.429, -0.680, -0.241], [-0.015, -0.126, 0.186], [0.334, 0.045, 0.270], [-0.061, 1.025, -1.140], [-0.062, 0.560, -0.272], [-0.277, 0.368, -0.118], [-0.102, -0.036, -0.207], [-0.256, -0.101, 0.410], [0.569, -0.398, 0.346], [0.537, 0.009, -1.086], [-0.253, -1.144, -0.567], [0.549, -0.126, -0.194], [0.120, 0.327, -0.307], [0.090, 0.141, -0.013], [0.540, 0.445, -0.418], [0.341, -0.253, 0.221], [0.925, -0.470, -0.039], [0.783, 0.735, 0.060], [-0.389, 0.565, 0.435], [0.135, -0.449, 0.230], [0.242, -0.178, -0.128], [0.291, -0.117, -0.221], [0.753, 0.245, 0.092], [0.818, 0.162, -0.158], [-0.107, 0.019, -0.144], [-0.167, -0.055, -0.033], [0.039, -0.362, 0.022], [-0.390, 1.074, 0.736], [0.542, -1.334, 0.014], [-0.513, 0.604, -0.198], [-0.767, 0.553, 0.806], [0.338, -0.008, -0.032], [-1.062, 0.167, -0.792], [-0.093, -0.059, -0.126], [0.005, -0.532, 0.122], [-0.787, -0.027, -1.173], [0.151, 0.180, 0.117], [-0.071, -0.150, 0.228], [0.893, -0.435, -1.027], [0.561, -0.277, -0.697], [-0.034, 0.687, 0.656], [0.280, -1.168, -0.527], [0.063, -0.031, -0.077], [-0.350, -0.392, -0.241], [0.505, -0.273, 0.190], [0.167, -0.047, -0.982], [0.070, -0.372, 0.648], [0.087, 0.291, -0.264], [-0.159, 0.555, -0.030], [0.100, -0.365, -0.146], [0.054, -0.506, -0.059], [0.008, 0.226, 0.046], [0.305, 1.389, 0.392], [0.860, 0.067, 0.443], [-0.173, -0.692, -0.448], [-0.517, -0.925, 0.316], [1.363, -0.913, -0.583], [-1.330, -0.377, 0.258], [0.721, 0.095, 0.427], [-0.162, 0.430, 0.033], [0.163, 0.786, 0.679], [0.251, -0.108, -0.193], [0.387, 0.407, 0.037], [-0.773, -0.636, -0.897], [-0.225, -1.193, -0.717], [0.413, -0.446, 0.289], [0.035, -0.221, 0.121], [0.257, 0.062, 0.047], [0.154, 0.073, 0.811], [0.305, -0.316, -0.225], [-0.099, 0.630, 0.022], [0.391, 0.007, 0.017], [0.255, -0.034, 0.096], [0.080, 0.202, -0.102], [0.069, -1.391, 0.220], [-0.021, 0.496, -0.059], [-0.782, 0.432, -0.384], [0.441, 0.114, -0.019], [-0.067, 0.005, -0.054], [0.040, 0.095, 0.051], [0.009, -0.070, -0.233], [0.145, 0.007, 0.182], [-0.106, -0.167, -0.092], [0.129, 0.229, 0.023], [-1.022, 0.773, 0.068], [-0.005, -0.010, 0.043], [-0.827, -0.430, -0.148], [0.263, -0.413, -0.122], [0.895, -0.084, 0.552], [0.072, -0.240, 0.151], [-0.657, 0.345, -0.240], [-0.226, 0.348, 0.722], [0.196, -0.443, 0.432], [-0.027, -0.001, 0.025], [0.517, -0.124, -0.015], [0.065, 0.032, -0.053], [0.086, 0.151, -0.070], [-0.045, 0.049, 0.136], [-0.137, -0.084, 0.632], [0.058, 0.054, -0.165], [-1.866, 0.008, 0.271], [-0.184, 0.138, -0.176], [-0.061, -0.022, 0.143], [0.272, 0.313, 0.036], [0.626, 0.513, 0.590], [-0.132, -0.071, 0.067], [-0.002, 0.394, 0.180], [0.026, -0.136, -0.011], [0.266, 0.055, 0.720], [0.021, 0.136, -0.072], [-0.306, -0.239, -0.510], [-0.751, -0.080, 0.578], [-0.302, 0.370, 0.044], [0.359, -0.377, -0.196], [0.268, -0.118, -0.160], [0.262, 0.278, 0.234], [-0.731, -0.067, 0.210], [-0.009, 0.004, 0.028], [-0.225, -0.214, -0.228], [0.000, 0.573, 0.604], [-0.484, 0.494, 0.404], [-0.595, -0.043, -0.388], [0.026, 0.050, 0.018], [-0.596, -0.371, 0.493], [-1.008, 0.589, 0.152], [-0.243, -0.671, -0.738], [0.081, 0.093, 0.264], [-0.476, 0.272, -0.043], [0.134, -0.237, 0.123], [-0.304, 0.165, -0.041], [0.028, 0.037, 0.118], [-0.319, -0.622, 0.130], [-0.665, 0.628, -0.151], [-0.040, -0.188, -0.412], [0.049, -0.200, 0.001], [0.240, -0.189, 0.215], [-0.163, 0.182, 0.035]]
}